--- a ---
Here is a structure of composition C8H13N3O from the Open Molecules 2025 dataset. Energies are from ωB97M-V/def2-TZVPD.

The geometry in ORCA input format:
```
! wB97M-V def2-TZVPD RIJCOSX def2/J DEFGRID3
* xyz 0 1
C -0.624 1.802 -0.022
C -0.264 0.508 0.069
C -2.357 0.718 -0.008
C 0.563 2.708 -0.111
C 1.316 0.452 0.035
C 1.877 -0.245 1.229
C 1.754 -0.110 -1.266
C -1.521 -1.662 0.029
N -1.944 1.918 0.043
N -1.376 -0.316 0.040
N -3.732 0.523 -0.005
O 1.665 1.857 0.166
H 0.797 2.996 -1.128
H 0.746 3.416 0.749
H 1.498 -1.214 1.254
H 1.614 0.247 2.112
H 2.879 -0.209 1.186
H 1.000 -0.605 -1.772
H 2.547 -0.761 -1.235
H 2.087 0.643 -1.927
H -0.729 -2.090 0.555
H -2.332 -2.016 0.691
H -1.440 -2.204 -0.999
H -4.331 1.328 0.074
H -4.114 -0.290 0.434
*
```

M = 167.21 g/mol
lowest unoccupied orbital energy = 0.7 eV
HOMO = -7.4 eV
frontier orbital gap = 8.1 eV



--- b ---
Here is the molecule C8H13N3O from the Open Molecules 2025 dataset. Energies are from ωB97M-V/def2-TZVPD.

The geometry in ORCA input format:
```
! wB97M-V def2-TZVPD RIJCOSX def2/J DEFGRID3
* xyz 0 1
C -2.669 1.255 0.065
C -1.375 0.632 0.072
C -1.268 -0.527 -0.904
C 0.090 -1.210 -0.699
C 0.044 -1.947 0.638
N 1.112 -0.182 -0.789
N 2.374 -0.696 -0.495
C 3.147 0.310 0.249
O 4.296 0.177 0.581
C 2.158 1.274 0.622
C 0.949 0.881 0.096
N -0.216 1.536 0.001
H -3.290 1.110 1.008
H -3.347 0.777 -0.674
H -2.695 2.328 -0.185
H -1.254 0.081 1.117
H -2.180 -1.196 -0.719
H -1.196 -0.125 -1.868
H 0.261 -1.936 -1.412
H -0.980 -2.151 0.907
H 0.293 -1.135 1.440
H 0.873 -2.638 0.663
H 2.802 -1.256 -1.187
H 2.279 2.289 0.842
H -0.205 2.352 0.629
*
```

M = 167.21 g/mol
lowest unoccupied orbital energy = 0.7 eV
HOMO = -8.4 eV
frontier orbital gap = 9.1 eV



Most stable structure: b



--- a ---
Here is a cluster of 2 separate species, C8H13N3O in total from the Open Molecules 2025 dataset. Energies are from ωB97M-V/def2-TZVPD.

The geometry in ORCA input format:
```
! wB97M-V def2-TZVPD RIJCOSX def2/J DEFGRID3
* xyz 0 1
O 2.096 1.056 2.603
C 0.840 1.123 2.123
C 0.040 0.081 1.896
N -1.244 0.237 1.390
C -2.125 -0.722 1.029
N -3.240 -0.177 0.610
C -3.004 1.145 0.730
N -1.812 1.436 1.195
H 2.341 0.141 2.791
H 0.513 2.135 1.935
H 0.335 -0.947 2.060
H -1.923 -1.773 1.074
H -3.728 1.889 0.469
C -0.465 -0.648 -2.322
C 0.721 -0.492 -1.755
C 1.410 0.835 -1.681
C 1.461 -1.638 -1.131
H -0.987 0.177 -2.777
H -0.964 -1.600 -2.352
H 0.980 1.538 -2.390
H 1.303 1.253 -0.677
H 2.474 0.730 -1.885
H 1.856 -1.352 -0.157
H 0.817 -2.507 -1.017
H 2.305 -1.920 -1.760
*
```

M = 167.21 g/mol
lowest unoccupied orbital energy = 0.5 eV
HOMO = -8.7 eV
frontier orbital gap = 9.2 eV



--- b ---
Here is a cluster of 2 separate species, C8H13N3O in total from the Open Molecules 2025 dataset. Energies are from ωB97M-V/def2-TZVPD.

The geometry in ORCA input format:
```
! wB97M-V def2-TZVPD RIJCOSX def2/J DEFGRID3
* xyz 0 1
C 1.311 2.428 0.386
O 2.443 2.198 1.226
C 1.252 1.456 1.501
C 1.309 -0.028 1.275
C 1.394 -0.925 2.462
N 0.134 -0.828 1.687
H 1.414 2.073 -0.633
H 0.846 3.411 0.492
H 0.760 1.765 2.428
H 1.826 -0.340 0.363
H 1.460 -0.476 3.457
H 1.892 -1.898 2.362
H -0.502 -0.222 2.206
C -0.471 0.576 -1.675
C -1.239 -0.726 -1.296
C -0.849 -2.137 -1.592
N -1.851 -2.857 -1.933
N -2.962 -2.035 -2.082
C -2.631 -0.841 -1.799
H -1.051 1.073 -2.543
H 0.567 0.397 -1.958
H -0.532 1.253 -0.842
H -1.318 -0.714 -0.190
H 0.129 -2.580 -1.457
H -3.331 -0.022 -1.845
*
```

M = 167.21 g/mol
lowest unoccupied orbital energy = 0.5 eV
HOMO = -9.7 eV
frontier orbital gap = 10.2 eV



Most stable structure: a



--- a ---
Here is a structure of composition C40H80O10 from the Open Molecules 2025 dataset. Energies are from ωB97M-V/def2-TZVPD.

The geometry in ORCA input format:
```
! wB97M-V def2-TZVPD RIJCOSX def2/J DEFGRID3
* xyz 0 1
C -1.130 5.200 0.352
C -1.302 4.065 -0.658
C 0.079 4.058 -1.385
O 0.509 5.419 -1.307
C -0.113 6.182 -0.348
H -0.640 4.830 1.253
H -2.033 5.732 0.652
H -2.095 4.264 -1.378
H -1.576 3.156 -0.122
H 0.026 3.701 -2.414
H 0.585 3.260 -0.842
H -0.699 7.011 -0.744
H 0.605 6.560 0.379
C -4.480 -0.282 0.177
C -3.309 -0.556 1.124
C -2.205 -1.042 0.189
O -2.512 -0.371 -1.014
C -3.856 0.057 -1.158
H -5.129 0.457 0.646
H -5.135 -1.150 0.103
H -3.612 -1.367 1.786
H -2.934 0.215 1.797
H -2.108 -2.128 0.178
H -1.255 -0.683 0.585
H -4.341 -0.415 -2.013
H -4.017 1.135 -1.183
C 0.846 -4.683 -0.347
C 1.973 -3.795 0.085
C 3.188 -4.146 -0.719
O 2.866 -5.529 -1.005
C 1.492 -5.671 -1.299
H 0.022 -4.187 -0.861
H 0.506 -5.079 0.610
H 2.162 -3.788 1.158
H 1.724 -2.742 -0.046
H 4.069 -4.036 -0.086
H 3.286 -3.607 -1.661
H 1.335 -6.718 -1.040
H 1.211 -5.433 -2.325
C 2.768 0.061 1.778
C 2.419 -1.331 1.099
C 2.330 -2.442 2.190
O 2.320 -1.666 3.354
C 2.900 -0.395 3.168
H 1.937 0.753 1.645
H 3.645 0.496 1.298
H 3.119 -1.627 0.318
H 1.432 -1.197 0.657
H 3.183 -3.118 2.248
H 1.400 -2.976 1.996
H 3.928 -0.334 3.526
H 2.338 0.310 3.780
C -4.624 3.864 1.494
C -3.379 3.569 0.685
C -2.876 2.158 0.998
O -3.834 1.718 1.973
C -5.145 2.426 1.809
H -5.321 4.462 0.907
H -4.260 4.480 2.316
H -2.658 4.353 0.914
H -3.535 3.610 -0.393
H -1.861 2.225 1.387
H -2.956 1.505 0.129
H -5.613 2.250 2.778
H -5.821 2.019 1.057
C 3.735 -1.557 -1.616
C 3.341 -1.279 -3.039
C 3.326 0.300 -3.100
O 4.366 0.638 -2.217
C 4.301 -0.278 -1.104
H 4.404 -2.408 -1.489
H 2.865 -1.792 -1.004
H 2.315 -1.619 -3.182
H 3.930 -1.720 -3.843
H 2.445 0.829 -2.736
H 3.490 0.836 -4.035
H 3.756 -0.040 -0.191
H 5.317 -0.398 -0.728
C -1.814 -2.896 -2.917
C -0.640 -2.709 -3.863
C 0.510 -3.071 -2.940
O 0.161 -2.339 -1.753
C -1.249 -2.451 -1.559
H -2.176 -3.924 -2.897
H -2.522 -2.203 -3.372
H -0.582 -1.652 -4.123
H -0.831 -3.218 -4.807
H 1.493 -2.686 -3.212
H 0.465 -4.129 -2.679
H -1.720 -1.551 -1.165
H -1.489 -3.246 -0.853
C 1.759 4.238 1.126
C 1.526 2.804 1.261
C 0.094 2.750 1.819
O -0.123 3.894 2.560
C 1.033 4.805 2.383
H 1.178 4.596 0.277
H 2.776 4.612 1.012
H 2.278 2.375 1.923
H 1.610 2.286 0.306
H -0.005 1.811 2.363
H -0.661 2.719 1.033
H 1.764 4.715 3.187
H 0.777 5.855 2.243
C -0.900 -3.534 1.310
C -0.173 -2.319 0.764
C -0.215 -1.365 1.905
O -1.458 -1.600 2.502
C -1.609 -2.993 2.585
H -0.167 -4.282 1.612
H -1.495 -4.000 0.524
H -0.703 -1.961 -0.119
H 0.751 -2.619 0.270
H -0.179 -0.359 1.485
H 0.619 -1.428 2.605
H -2.678 -3.192 2.657
H -1.229 -3.430 3.509
C 0.113 1.617 -0.897
C 1.259 0.604 -1.189
C 0.727 -0.802 -0.928
O -0.225 -0.510 0.025
C -0.685 0.830 0.185
H -0.579 1.971 -1.661
H 0.563 2.462 -0.376
H 2.191 0.780 -0.651
H 1.523 0.747 -2.236
H 1.437 -1.587 -0.664
H 0.170 -1.245 -1.753
H -0.351 1.199 1.155
H -1.747 1.053 0.084
*
```

M = 721.07 g/mol
lowest unoccupied orbital energy = 0.5 eV
HOMO = -6.5 eV
frontier orbital gap = 7.0 eV



--- b ---
Here is a cluster of 10 separate species, C40H80O10 in total from the Open Molecules 2025 dataset. Energies are from ωB97M-V/def2-TZVPD.

The geometry in ORCA input format:
```
! wB97M-V def2-TZVPD RIJCOSX def2/J DEFGRID3
* xyz 0 1
C 4.631 3.283 1.911
C 3.648 4.282 1.269
C 3.719 3.753 -0.179
O 4.223 2.380 -0.173
C 4.336 1.855 1.190
H 4.579 3.047 2.716
H 5.640 3.485 1.740
H 4.049 5.339 1.586
H 2.693 4.216 1.728
H 4.479 4.313 -0.808
H 2.830 3.626 -0.613
H 5.121 1.305 1.266
H 3.445 1.658 1.411
C 4.816 0.450 -2.891
C 5.420 -0.454 -1.855
C 4.666 -1.790 -1.978
O 4.101 -1.660 -3.188
C 3.650 -0.335 -3.313
H 5.512 0.780 -3.692
H 4.523 1.493 -2.505
H 5.371 0.171 -1.003
H 6.409 -0.408 -2.036
H 3.761 -1.739 -1.341
H 5.303 -2.769 -1.788
H 2.757 -0.057 -2.778
H 3.150 -0.175 -4.252
C -5.790 0.889 0.545
C -5.290 1.560 1.772
C -4.470 0.613 2.591
O -4.337 -0.567 1.789
C -4.703 -0.120 0.445
H -5.784 1.701 -0.096
H -6.857 0.479 0.834
H -6.274 1.888 2.556
H -4.597 2.369 1.650
H -4.796 0.339 3.516
H -3.644 0.938 2.844
H -5.044 -0.938 -0.119
H -3.678 0.402 -0.024
C -0.093 -1.306 0.840
C 0.598 -1.040 -0.488
C 0.838 0.433 -0.402
O -0.252 0.960 0.430
C -0.528 0.074 1.432
H 0.816 -1.477 1.431
H -0.827 -2.201 0.803
H 0.202 -1.407 -1.428
H 1.474 -1.553 -0.653
H 0.939 0.936 -1.284
H 1.763 0.701 -0.019
H -1.543 0.100 1.472
H 0.194 0.118 2.343
C -2.452 4.801 -2.588
C -2.276 3.765 -1.498
C -0.817 4.064 -1.105
O -0.742 5.395 -1.256
C -1.247 5.703 -2.512
H -3.378 5.472 -2.606
H -2.369 4.355 -3.522
H -2.243 2.730 -1.805
H -2.904 3.626 -0.641
H -0.183 3.402 -1.611
H -0.688 3.405 -0.203
H -0.183 5.466 -3.177
H -1.472 6.860 -2.506
C 1.308 -5.044 -3.037
C 2.236 -4.224 -2.193
C 1.725 -4.660 -0.757
O 0.617 -5.473 -1.036
C 0.085 -5.137 -2.254
H 1.800 -5.974 -3.224
H 1.357 -4.673 -3.995
H 1.926 -3.193 -2.320
H 3.241 -4.459 -2.204
H 1.742 -3.873 0.080
H 2.601 -5.200 -0.470
H -0.631 -4.369 -2.412
H -0.598 -5.992 -2.722
C -1.165 2.129 4.915
C -1.207 3.241 3.906
C 0.217 3.761 3.970
O 0.772 3.160 5.080
C 0.325 1.833 5.139
H -1.945 1.290 4.611
H -1.659 2.569 5.755
H -1.912 3.994 4.469
H -1.578 3.090 2.946
H 0.301 4.809 3.660
H 0.786 3.252 3.191
H 0.327 1.393 6.157
H 0.557 1.181 4.357
C -2.626 -4.997 0.667
C -3.586 -3.736 0.193
C -4.342 -4.259 -0.987
O -4.594 -5.638 -0.520
C -3.308 -6.074 -0.106
H -2.640 -5.352 1.507
H -1.502 -4.903 0.367
H -2.750 -3.048 -0.134
H -4.040 -3.234 1.032
H -3.768 -4.193 -1.950
H -5.246 -3.705 -1.077
H -2.730 -6.126 -0.911
H -3.040 -7.159 0.600
C -1.626 -3.506 4.240
C -0.288 -4.224 4.593
C 0.850 -3.284 4.169
O 0.212 -1.964 4.216
C -1.205 -1.996 4.677
H -2.469 -3.969 4.728
H -1.650 -3.483 3.070
H -0.087 -5.310 4.259
H -0.369 -4.426 5.663
H 1.077 -3.602 3.188
H 1.796 -3.388 4.728
H -1.757 -1.195 4.111
H -1.262 -1.716 5.789
C -0.058 2.647 -5.751
C 1.402 2.916 -5.796
C 1.831 2.633 -4.333
O 1.115 1.546 -3.945
C -0.164 1.707 -4.604
H -0.516 2.178 -6.595
H -0.792 3.641 -5.428
H 1.582 3.902 -6.252
H 1.921 2.182 -6.270
H 1.591 3.524 -3.875
H 2.907 2.368 -4.355
H -0.815 2.108 -3.879
H -0.509 0.739 -4.853
*
```

M = 721.07 g/mol
lowest unoccupied orbital energy = 0.5 eV
HOMO = -9.5 eV
frontier orbital gap = 10.0 eV



Most stable structure: b